Record 1
Entry from the Open Molecules 2025 dataset: the ion C8H9FNO2S with charge +1 at a distorted geometry (the ωB97M-V functional and the def2-TZVPD basis).

Geometry as XYZ:
```
22
C8H9FNO2S (the ωB97M-V functional and the def2-TZVPD basis)
C 0.245 -0.869 1.044
C 0.689 1.589 0.853
C 1.450 -0.978 1.780
C 1.832 1.459 1.662
C -0.123 0.472 0.629
C 2.219 0.160 1.939
C -2.096 0.074 -2.549
C -1.453 0.508 -0.232
N -1.022 0.163 -1.614
O 1.344 -2.825 -0.759
O -0.303 -1.159 -1.640
F 3.297 0.110 2.690
S 1.147 -1.449 -0.869
H -0.530 -1.629 1.101
H 0.248 2.553 0.745
H 1.750 -1.946 1.961
H 2.482 2.431 1.735
H -2.602 1.117 -2.855
H -1.623 -0.315 -3.467
H -2.909 -0.625 -2.140
H -2.090 -0.313 0.173
H -1.952 1.472 -0.185
```

Results
2S+1: 1
relative energy (zero: lowest compared OMol25 entry of this formula, charge and spin): 0.740 eV
gap between HOMO and LUMO: 7.372 eV
charge: +1
E_HOMO: -13.56 eV

Atomic partial charges in e from the Löwdin method, atoms 1 to 4: C -0.205; C 0.017; C 0.016; C 0.088



Record 2
Entry from the Open Molecules 2025 dataset: an isolated molecule of C17H27N5O3 at a distorted geometry (the ωB97M-V functional and the def2-TZVPD basis).

Geometry as XYZ:
```
52
C17H27N5O3 (the ωB97M-V functional and the def2-TZVPD basis)
C -0.120 -4.788 0.175
C 1.297 -4.248 -0.001
O 1.478 -3.401 -1.124
C 0.642 -2.278 -1.204
C 0.881 -1.250 -0.079
N 0.107 -0.064 -0.319
C 0.500 1.098 -0.885
N -0.485 1.975 -0.988
C -1.567 1.351 -0.477
C -1.237 0.073 -0.050
C -2.192 -0.812 0.537
O -1.993 -1.947 0.934
N -3.452 -0.214 0.611
C -3.815 1.061 0.195
O -4.954 1.458 0.321
N -2.828 1.846 -0.361
C -3.130 3.184 -0.817
H -4.191 3.361 -0.651
H -2.890 3.273 -1.876
H -2.534 3.906 -0.259
C -4.534 -0.996 1.187
H -5.330 -1.122 0.453
H -4.125 -1.962 1.473
H -4.941 -0.481 2.056
C 1.891 1.359 -1.347
N 2.856 1.070 -0.300
C 2.726 1.988 0.820
C 3.609 1.528 1.975
C 5.063 1.466 1.523
C 5.165 0.566 0.296
C 4.221 1.060 -0.797
H 4.269 0.386 -1.656
H 4.534 2.065 -1.130
H 6.186 0.552 -0.087
H 4.886 -0.453 0.569
H 5.695 1.084 2.326
H 5.410 2.471 1.269
H 3.495 2.215 2.815
H 3.285 0.536 2.295
H 1.678 2.003 1.131
H 3.006 3.015 0.524
H 1.935 2.405 -1.694
H 2.110 0.706 -2.199
H 1.936 -0.972 -0.030
H 0.555 -1.674 0.874
H -0.417 -2.565 -1.203
H 0.880 -1.820 -2.169
H 1.990 -5.072 -0.191
H 1.616 -3.736 0.918
H -0.109 -5.565 0.934
H -0.807 -4.008 0.495
H -0.475 -5.216 -0.759
```

Results
2S+1: 1
relative energy (zero: lowest compared OMol25 entry of this formula, charge and spin): 0.000 eV
gap between HOMO and LUMO: 9.012 eV
E_HOMO: -8.32 eV
SMILES: CCOCCn1c(CN2CCCCC2)nc2c1c(=O)n(C)c(=O)n2C

Atomic partial charges in e from the Löwdin method, atoms 1 to 4: C -0.069; C -0.263; O -0.144; C -0.188



Record 3
Entry from the Open Molecules 2025 dataset: a structure of composition C15H14CoN4O4S6 at a distorted geometry (the ωB97M-V functional and the def2-TZVPD basis).

Geometry as XYZ:
```
44
C15H14CoN4O4S6 (the ωB97M-V functional and the def2-TZVPD basis)
Co -0.269 -0.337 0.139
S -3.937 -5.700 3.503
C -3.071 -4.500 2.747
S -2.945 -2.889 3.327
C -1.927 -2.224 2.061
C -1.564 -3.091 1.087
S -0.552 -2.735 -0.260
S -2.193 -4.719 1.285
S -1.452 -0.562 2.139
N -0.459 2.152 0.613
C -0.781 3.163 -0.309
C -2.100 3.371 -0.715
C -2.392 4.329 -1.674
C -1.379 5.101 -2.235
C -0.068 4.900 -1.829
C 0.232 3.930 -0.881
S -1.754 6.252 -3.558
O -2.108 5.372 -4.672
O -0.518 6.995 -3.764
O -2.868 7.047 -3.068
H -1.169 1.956 1.302
H 0.453 2.261 1.030
H -2.887 2.762 -0.281
H -3.414 4.489 -2.001
H 0.708 5.510 -2.278
H 1.259 3.753 -0.578
N 2.786 0.145 0.174
C 1.646 -0.067 0.184
N -0.901 0.187 -1.650
C -0.672 0.469 -2.746
N -0.456 0.805 -3.999
C -0.296 -0.273 -4.985
C -1.604 -0.490 -5.724
O -2.059 0.714 -6.308
C -2.304 1.713 -5.312
C -1.031 2.046 -4.558
H 0.020 -1.181 -4.476
H 0.479 0.031 -5.688
H -2.351 -0.879 -5.022
H -1.469 -1.210 -6.530
H -3.060 1.349 -4.605
H -2.696 2.597 -5.801
H -1.228 2.761 -3.761
H -0.294 2.469 -5.241
```

Results
2S+1: 2
relative energy (zero: lowest compared OMol25 entry of this formula, charge and spin): 0.690 eV
gap between HOMO and LUMO (spin up / spin down): 6.344 / 6.282 eV
charge: -2
E_HOMO (spin up / spin down): -2.25 / -2.19 eV

Atomic partial charges in e from the Löwdin method, atoms 1 to 4: Co 0.015; S 0.389; C -1.557; S 0.858



Record 4
Entry from the Open Molecules 2025 dataset: a cluster of 6 separate species, C13H40ClO21P4 in total at a distorted geometry (the ωB97M-V functional and the def2-TZVPD basis).

Geometry as XYZ:
```
79
C13H40ClO21P4 (the ωB97M-V functional and the def2-TZVPD basis)
Cl -2.593 -3.007 -1.269
O -1.525 -1.969 -1.264
O -3.468 -2.861 -2.468
O -1.919 -4.301 -1.270
O -3.418 -3.122 -0.085
C 6.880 -1.296 -1.747
O 5.679 -0.839 -1.102
P 4.208 -0.965 -1.826
O 4.319 -1.923 -2.919
O 3.153 -1.366 -0.675
C 1.766 -1.861 -0.809
O 3.810 0.533 -2.166
C 4.608 1.268 -3.022
H 7.668 -0.582 -1.505
H 6.727 -1.602 -2.782
H 7.217 -2.285 -1.437
H 1.390 -2.512 -0.020
H 1.608 -2.314 -1.788
H 1.052 -1.062 -0.615
H 5.301 0.642 -3.585
H 5.261 1.897 -2.417
H 4.109 1.867 -3.784
C 0.508 0.076 6.193
O 0.547 -0.373 4.906
P 0.431 -2.001 4.597
O -0.559 -2.713 5.420
O 0.127 -2.093 2.944
C -1.235 -2.087 2.643
O 1.949 -2.604 4.794
C 2.180 -3.980 4.863
H 1.494 0.169 6.647
H -0.162 -0.531 6.802
H 0.085 1.070 6.338
H -1.404 -1.855 1.592
H -1.881 -1.370 3.152
H -1.613 -3.107 2.699
H 2.497 -4.217 5.879
H 3.050 -4.293 4.287
H 1.287 -4.586 4.709
C -0.830 4.009 -3.817
O -0.776 2.633 -3.553
P -0.210 1.558 -4.579
O 1.068 1.802 -5.221
O -0.162 0.138 -3.735
C 0.721 -0.925 -4.031
O -1.502 1.550 -5.620
C -2.262 0.341 -5.785
H -0.138 4.393 -4.566
H -0.639 4.482 -2.853
H -1.866 4.255 -4.052
H 0.101 -1.768 -3.725
H 1.549 -0.916 -3.322
H 1.000 -1.150 -5.060
H -1.986 -0.281 -6.637
H -3.329 0.562 -5.810
H -2.175 -0.237 -4.865
C -1.373 1.539 -0.272
O -1.203 1.488 1.122
P -1.800 2.743 2.013
O -1.658 4.085 1.337
O -3.302 2.271 2.248
C -4.325 3.222 2.455
O -1.026 2.692 3.433
C 0.323 3.046 3.515
H -0.517 1.329 -0.914
H -1.821 2.428 -0.716
H -2.049 0.724 -0.529
H -5.190 2.792 2.959
H -4.702 3.492 1.468
H -3.867 4.126 2.855
H 0.599 3.607 4.408
H 0.770 3.486 2.624
H 0.865 2.108 3.641
C -4.443 -0.235 0.860
O -5.318 -1.040 1.531
H -4.469 0.829 1.096
H -3.471 -0.622 1.166
H -4.604 -0.475 -0.191
H -5.111 -1.921 1.212
```

Results
2S+1: 1
relative energy (zero: lowest compared OMol25 entry of this formula, charge and spin): 2.890 eV
gap between HOMO and LUMO: 8.841 eV
charge: -1
E_HOMO: -6.47 eV

Atomic partial charges in e from the Löwdin method, atoms 1 to 4: Cl 0.682; O -0.399; O -0.391; O -0.395



Record 5
Entry from the Open Molecules 2025 dataset: a cluster of 2 separate species, C7H12 in total at a distorted geometry (the ωB97M-V functional and the def2-TZVPD basis).

Geometry as XYZ:
```
19
C7H12 (the ωB97M-V functional and the def2-TZVPD basis)
C -0.125 0.637 0.581
C 0.305 -0.682 0.243
C -0.770 1.565 -0.409
C 0.822 -1.106 -1.102
C 1.656 0.972 0.675
C -1.639 -1.384 0.349
C -2.687 -1.991 0.473
H -0.494 0.738 1.598
H 0.651 -1.291 1.073
H -0.591 2.609 -0.138
H -1.843 1.360 -0.384
H -0.425 1.406 -1.430
H 0.770 -0.316 -1.851
H 1.856 -1.452 -1.029
H 2.350 0.208 1.020
H 1.608 1.737 1.450
H 1.968 1.413 -0.269
H 0.212 -1.944 -1.449
H -3.627 -2.480 0.598
```

Results
2S+1: 1
relative energy (zero: lowest compared OMol25 entry of this formula, charge and spin): 5.175 eV
gap between HOMO and LUMO: 9.877 eV
E_HOMO: -8.97 eV

Atomic partial charges in e from the Löwdin method, atoms 1 to 4: C -0.352; C -0.276; C -0.068; C -0.075



Copy entry 2 word for word.
Entry from the Open Molecules 2025 dataset: an isolated molecule of C17H27N5O3 at a distorted geometry (the ωB97M-V functional and the def2-TZVPD basis).

Geometry as XYZ:
```
52
C17H27N5O3 (the ωB97M-V functional and the def2-TZVPD basis)
C -0.120 -4.788 0.175
C 1.297 -4.248 -0.001
O 1.478 -3.401 -1.124
C 0.642 -2.278 -1.204
C 0.881 -1.250 -0.079
N 0.107 -0.064 -0.319
C 0.500 1.098 -0.885
N -0.485 1.975 -0.988
C -1.567 1.351 -0.477
C -1.237 0.073 -0.050
C -2.192 -0.812 0.537
O -1.993 -1.947 0.934
N -3.452 -0.214 0.611
C -3.815 1.061 0.195
O -4.954 1.458 0.321
N -2.828 1.846 -0.361
C -3.130 3.184 -0.817
H -4.191 3.361 -0.651
H -2.890 3.273 -1.876
H -2.534 3.906 -0.259
C -4.534 -0.996 1.187
H -5.330 -1.122 0.453
H -4.125 -1.962 1.473
H -4.941 -0.481 2.056
C 1.891 1.359 -1.347
N 2.856 1.070 -0.300
C 2.726 1.988 0.820
C 3.609 1.528 1.975
C 5.063 1.466 1.523
C 5.165 0.566 0.296
C 4.221 1.060 -0.797
H 4.269 0.386 -1.656
H 4.534 2.065 -1.130
H 6.186 0.552 -0.087
H 4.886 -0.453 0.569
H 5.695 1.084 2.326
H 5.410 2.471 1.269
H 3.495 2.215 2.815
H 3.285 0.536 2.295
H 1.678 2.003 1.131
H 3.006 3.015 0.524
H 1.935 2.405 -1.694
H 2.110 0.706 -2.199
H 1.936 -0.972 -0.030
H 0.555 -1.674 0.874
H -0.417 -2.565 -1.203
H 0.880 -1.820 -2.169
H 1.990 -5.072 -0.191
H 1.616 -3.736 0.918
H -0.109 -5.565 0.934
H -0.807 -4.008 0.495
H -0.475 -5.216 -0.759
```

Results
2S+1: 1
relative energy (zero: lowest compared OMol25 entry of this formula, charge and spin): 0.000 eV
gap between HOMO and LUMO: 9.012 eV
E_HOMO: -8.32 eV
SMILES: CCOCCn1c(CN2CCCCC2)nc2c1c(=O)n(C)c(=O)n2C

Atomic partial charges in e from the Löwdin method, atoms 1 to 4: C -0.069; C -0.263; O -0.144; C -0.188